(1)
# C18H17AsBiBr2N3O9S

C18H17AsBiBr2N3O9S as an isolated structure (wB97M-V/def2-TZVPD, OMol25).

- Kohn-Sham gap: 7.7 eV
- Total charge: 0
- Relative energy (zero: lowest compared OMol25 entry of this formula, charge and spin): 49.4 kJ/mol
- Highest occupied orbital energy: -8.20 eV

Geometry (Å):
Bi (1.110, -1.028, -0.337)
C (-1.666, -2.392, 3.862)
O (-0.253, -2.240, 3.878)
C (0.289, -1.446, 2.894)
O (-0.220, -1.582, 1.644)
N (1.704, -1.746, 2.956)
N (2.402, -1.086, 1.925)
H (-1.884, -3.209, 4.545)
H (-2.022, -2.642, 2.863)
H (-2.161, -1.486, 4.212)
H (2.048, -1.513, 3.880)
H (3.286, -1.548, 1.761)
H (2.573, -0.100, 2.098)
C (-0.416, -0.750, -3.728)
C (0.720, 0.215, -3.582)
C (0.943, 1.182, -4.588)
C (1.962, 2.074, -4.476)
C (2.835, 2.015, -3.365)
C (3.955, 2.851, -3.167)
Br (4.362, 4.223, -4.411)
C (4.763, 2.687, -2.081)
C (4.487, 1.678, -1.146)
Br (5.625, 1.465, 0.345)
C (3.407, 0.822, -1.271)
O (3.150, -0.140, -0.413)
C (2.563, 1.021, -2.406)
N (1.498, 0.165, -2.517)
H (-0.545, -1.012, -4.776)
H (-1.351, -0.309, -3.378)
H (-0.250, -1.663, -3.155)
H (0.277, 1.207, -5.441)
H (2.121, 2.828, -5.235)
H (5.619, 3.331, -1.935)
O (-0.914, 2.218, 2.196)
As (-0.638, 0.555, 1.701)
O (0.009, -0.043, 3.220)
O (0.700, 0.814, 0.680)
C (-2.494, 0.055, 1.596)
C (-3.238, 0.487, 2.685)
C (-4.560, 0.086, 2.803)
C (-5.130, -0.732, 1.839)
C (-4.392, -1.139, 0.738)
C (-3.068, -0.749, 0.613)
S (-2.214, -1.209, -0.881)
O (-1.649, -2.535, -0.756)
O (-3.164, -1.002, -1.939)
O (-1.108, -0.184, -0.876)
H (-0.137, 2.740, 1.958)
H (-2.782, 1.123, 3.429)
H (-5.146, 0.417, 3.650)
H (-6.165, -1.037, 1.932)
H (-4.840, -1.737, -0.046)

Forces on atoms 1 to 2 (eV/Å):
Bi 0.4030 -0.0964 0.2441
C 0.0278 0.0919 0.0420

Atom charges from the Löwdin analysis, given in e for atoms 1 to 8: 1.97 -0.04 -0.05 -0.76 -0.32 0.02 -0.05 0.10



(2)
# C18H17B3F5O20

C18H17B3F5O20 as an isolated structure in a non-equilibrium geometry (wB97M-V/def2-TZVPD, OMol25).

- Kohn-Sham gap: 6.9 eV
- Total charge: -1
- Highest occupied orbital energy: -5.07 eV

Geometry (Å):
C (-2.695, 0.642, 0.619)
C (-2.342, -0.446, 0.942)
B (-1.924, -1.912, 0.879)
O (-2.887, -2.882, 0.661)
B (-2.487, -3.548, -0.497)
O (-1.258, -4.148, -0.417)
B (-0.298, -3.192, -0.089)
C (1.042, -3.070, -0.938)
O (1.531, -1.913, -1.025)
O (1.516, -4.102, -1.461)
O (-0.619, -2.332, 0.971)
H (-2.981, 1.631, 0.411)
H (-3.132, -3.511, -1.481)
C (-2.297, 4.869, 3.638)
C (-1.893, 3.628, 2.890)
O (-2.868, 3.568, 1.847)
C (-3.246, 4.848, 1.589)
O (-3.839, 5.198, 0.627)
O (-2.852, 5.679, 2.590)
F (-2.010, 2.522, 3.666)
H (-3.064, 4.665, 4.387)
H (-1.454, 5.363, 4.112)
H (-0.897, 3.670, 2.460)
C (4.367, -4.550, -2.522)
C (4.927, -5.941, -2.668)
O (6.303, -5.701, -2.937)
C (6.622, -4.510, -2.347)
O (7.734, -4.140, -2.161)
O (5.513, -3.837, -2.003)
F (4.387, -6.615, -3.720)
H (4.081, -4.124, -3.483)
H (3.512, -4.495, -1.846)
H (4.841, -6.559, -1.773)
C (2.080, 1.119, 0.756)
C (2.517, 0.324, 1.957)
O (2.460, 1.298, 3.008)
C (1.516, 2.203, 2.655)
O (1.037, 3.009, 3.388)
O (1.187, 2.082, 1.364)
F (3.792, -0.121, 1.853)
H (2.917, 1.645, 0.295)
H (1.576, 0.509, 0.012)
H (1.864, -0.513, 2.201)
C (-0.125, 9.184, 2.093)
C (0.519, 8.785, 3.402)
O (0.275, 7.393, 3.446)
C (0.191, 6.953, 2.153)
O (0.250, 5.824, 1.824)
O (0.041, 8.001, 1.306)
F (-0.077, 9.380, 4.466)
H (-1.188, 9.394, 2.218)
H (0.357, 10.035, 1.619)
H (1.595, 8.964, 3.452)
C (-3.442, -6.333, -5.378)
C (-2.954, -6.740, -4.006)
O (-3.017, -5.523, -3.286)
C (-4.013, -4.774, -3.850)
O (-4.522, -3.833, -3.353)
O (-4.353, -5.277, -5.067)
F (-1.674, -7.177, -4.041)
H (-2.627, -5.947, -5.992)
H (-3.946, -7.135, -5.910)
H (-3.572, -7.488, -3.507)

Forces on atoms 1 to 2 (eV/Å):
C -0.2810 1.1136 -0.0071
C 0.5072 -1.4336 0.1740

Atom charges from the Löwdin analysis, given in e for atoms 1 to 8: 0.15 0.08 -0.61 0.25 -0.33 0.28 -0.42 -0.60



(3)
# C18H17Br2KN3O7

C18H17Br2KN3O7 as an isolated structure (wB97M-V/def2-TZVPD, OMol25).

- Kohn-Sham gap: 7.2 eV
- Total charge: -1
- Relative energy (zero: lowest compared OMol25 entry of this formula, charge and spin): 156.9 kJ/mol
- Highest occupied orbital energy: -4.88 eV

Geometry (Å):
K (-0.260, -0.337, 1.061)
O (-4.553, -3.663, 0.599)
C (-5.075, -2.486, 1.044)
C (-6.364, -2.489, 1.580)
C (-6.959, -1.326, 2.029)
C (-6.264, -0.130, 1.945)
C (-4.987, -0.133, 1.414)
C (-4.353, -1.288, 0.956)
C (-2.956, -1.098, 0.384)
O (-2.543, 0.087, 0.309)
N (-2.341, -2.236, 0.084)
N (-1.150, -2.039, -0.599)
C (-0.242, -2.913, -0.398)
C (1.083, -2.734, -1.031)
C (2.016, -3.769, -0.961)
C (3.250, -3.599, -1.558)
C (3.518, -2.402, -2.208)
C (2.532, -1.426, -2.210)
N (1.349, -1.568, -1.632)
H (-5.209, -4.352, 0.759)
H (-6.900, -3.432, 1.636)
H (-7.960, -1.360, 2.441)
H (-6.707, 0.796, 2.289)
H (-4.417, 0.783, 1.329)
H (-0.385, -3.752, 0.285)
H (1.764, -4.680, -0.436)
H (3.993, -4.386, -1.516)
H (4.467, -2.220, -2.692)
H (2.707, -0.473, -2.701)
O (2.786, 2.891, 0.123)
C (1.875, 2.134, 0.769)
O (0.919, 1.683, 0.200)
C (2.230, 1.920, 2.223)
O (1.070, 1.666, 2.967)
C (1.154, 0.588, 3.909)
C (1.210, -0.835, 3.287)
O (0.582, -1.722, 3.877)
O (1.842, -0.920, 2.200)
H (2.494, 2.917, -0.801)
H (2.744, 2.818, 2.586)
H (2.914, 1.066, 2.239)
H (0.256, 0.670, 4.517)
H (2.026, 0.703, 4.565)
Br (-0.771, -0.207, -4.317)
C (-1.096, 0.646, -2.610)
Br (-0.978, 2.579, -2.747)
H (-0.346, 0.263, -1.935)
H (-2.097, 0.400, -2.283)

Forces on atoms 1 to 2 (eV/Å):
K -0.1079 0.2097 0.2641
O -0.0636 -0.0596 0.0276

Atom charges from the Löwdin analysis, given in e for atoms 1 to 8: 0.92 0.04 -0.26 -0.05 -0.11 -0.10 -0.03 -0.06



(4)
# C18H17Cl2N3O3ReS2

C18H17Cl2N3O3ReS2 as an isolated structure (wB97M-V/def2-TZVPD, OMol25).

- Kohn-Sham gap (alpha / beta): 7.3 / 6.5 eV
- Total charge: +2
- 2S+1: 4
- Relative energy (zero: lowest compared OMol25 entry of this formula, charge and spin): 7.0 kJ/mol
- Highest occupied orbital energy (alpha / beta): -14.68 / -14.67 eV

Geometry (Å):
Re (-0.205, -1.048, 0.130)
C (-2.636, 0.399, 5.094)
S (-3.342, 0.274, 3.441)
C (-1.991, -0.223, 2.514)
S (-2.381, -0.521, 0.814)
N (-0.816, -0.371, 3.042)
N (0.141, -0.774, 2.146)
C (1.332, -0.987, 2.584)
C (2.349, -1.373, 1.618)
C (3.647, -1.680, 1.967)
C (4.538, -2.052, 0.964)
C (4.099, -2.101, -0.346)
C (2.779, -1.779, -0.627)
N (1.925, -1.419, 0.331)
H (-3.463, 0.705, 5.732)
H (-1.851, 1.149, 5.118)
H (-2.258, -0.568, 5.413)
H (1.543, -0.868, 3.641)
H (3.954, -1.636, 3.003)
H (5.561, -2.303, 1.210)
H (4.760, -2.387, -1.152)
H (2.397, -1.812, -1.639)
C (-0.723, 2.926, 0.586)
C (-0.329, 2.027, -0.529)
O (0.211, 0.922, -0.218)
C (-0.537, 2.365, -1.912)
C (0.123, 1.643, -2.921)
C (-0.090, 1.956, -4.246)
C (-0.975, 2.981, -4.578)
C (-1.631, 3.705, -3.590)
C (-1.402, 3.414, -2.259)
H (-0.182, 2.653, 1.489)
H (-1.793, 2.774, 0.772)
H (-0.566, 3.976, 0.351)
H (0.842, 0.881, -2.649)
H (0.437, 1.423, -5.025)
H (-1.143, 3.224, -5.618)
H (-2.311, 4.501, -3.860)
H (-1.914, 3.981, -1.494)
Cl (-3.132, -3.208, -1.633)
C (-1.424, -3.330, -1.861)
Cl (-0.714, -1.626, -2.220)
C (-0.717, -3.882, -0.612)
O (-0.521, -5.050, -0.533)
O (-0.409, -2.981, 0.314)
H (-1.181, -3.900, -2.752)

Forces on atoms 1 to 2 (eV/Å):
Re -0.0137 -0.0063 0.0664
C 0.0073 0.0044 -0.0159

Atom charges from the Löwdin analysis, given in e for atoms 1 to 8: 1.31 -0.34 0.94 -1.04 0.63 -0.02 -0.17 0.02



(5)
# C18H17Cl2NO9PPdTe

C18H17Cl2NO9PPdTe as an isolated structure (wB97M-V/def2-TZVPD, OMol25).

- Kohn-Sham gap: 6.8 eV
- Total charge: -1
- Relative energy (zero: lowest compared OMol25 entry of this formula, charge and spin): 0.0 kJ/mol
- Highest occupied orbital energy: -5.18 eV

Geometry (Å):
Pd (0.977, -0.180, -0.236)
Cl (4.270, -2.400, 5.665)
C (3.334, -2.225, 4.206)
C (2.139, -2.938, 4.070)
C (1.389, -2.807, 2.932)
Cl (-0.082, -3.710, 2.779)
C (1.753, -1.940, 1.857)
O (0.997, -1.877, 0.823)
C (2.995, -1.261, 2.026)
C (3.603, -0.479, 0.969)
O (3.126, -0.180, -0.119)
C (3.761, -1.412, 3.193)
H (1.801, -3.592, 4.861)
H (4.634, -0.154, 1.178)
H (4.700, -0.879, 3.285)
O (1.228, 1.445, -1.489)
C (0.952, 2.649, -1.466)
C (0.731, 3.525, -0.359)
C (0.376, 4.836, -0.699)
C (0.144, 5.777, 0.270)
C (0.256, 5.441, 1.643)
C (0.610, 4.187, 2.008)
C (0.890, 3.137, 1.040)
O (1.265, 2.013, 1.409)
N (-0.214, 7.119, -0.110)
O (-0.443, 7.929, 0.780)
O (-0.331, 7.383, -1.299)
H (0.892, 3.142, -2.450)
H (0.276, 5.114, -1.741)
H (0.059, 6.205, 2.381)
H (0.709, 3.916, 3.052)
C (-0.277, -4.653, -0.872)
C (-1.305, -3.550, -0.796)
O (-1.151, -2.728, -1.962)
P (-1.896, -1.315, -2.117)
O (-1.546, -0.741, -3.426)
Te (-1.565, -0.046, -0.074)
O (-3.466, -1.667, -1.971)
C (-4.141, -2.201, -3.123)
C (-4.781, -1.093, -3.929)
H (-0.393, -5.329, -0.022)
H (0.726, -4.227, -0.836)
H (-0.385, -5.226, -1.794)
H (-1.146, -2.942, 0.096)
H (-2.325, -3.945, -0.775)
H (-4.888, -2.893, -2.731)
H (-3.436, -2.769, -3.735)
H (-5.496, -0.541, -3.319)
H (-5.309, -1.512, -4.789)
H (-4.015, -0.407, -4.285)

Forces on atoms 1 to 2 (eV/Å):
Pd 0.5735 0.2484 -0.1764
Cl 0.0081 -0.0034 0.0110

Atom charges from the Löwdin analysis, given in e for atoms 1 to 8: 0.67 0.63 -0.67 -0.13 -0.56 0.72 -0.37 -0.25



(6)
# C18H17ClN2O2

A single C18H17ClN2O2 molecule in a non-equilibrium geometry (wB97M-V/def2-TZVPD, OMol25).

- Kohn-Sham gap: 8.1 eV
- Total charge: 0
- Relative energy (zero: lowest compared OMol25 entry of this formula, charge and spin): 760.5 kJ/mol
- SMILES: CN(C)/C(=C/O[C@@]1(C#N)C=CC=CC1)C(=O)c1ccccc1Cl
- Highest occupied orbital energy: -8.26 eV

Geometry (Å):
N (-2.907, 2.440, 1.474)
O (0.244, -0.801, -3.481)
Cl (-1.933, 1.345, -2.573)
C (-1.929, 1.744, 1.517)
O (-0.198, 0.472, 0.505)
C (0.225, -0.359, -2.391)
C (-1.436, 0.098, 4.520)
C (-2.038, -0.675, 3.551)
C (-0.438, 1.056, 4.167)
C (-1.738, -0.458, 2.270)
C (0.142, -0.824, 0.142)
C (0.280, -1.350, -1.195)
C (1.373, 3.787, -1.807)
C (2.333, 2.759, -1.725)
C (0.050, 3.359, -2.146)
C (2.028, 1.359, -1.897)
C (-0.279, 1.906, -2.266)
C (0.720, 0.978, -2.160)
N (0.531, -2.729, -1.454)
C (-0.618, -3.680, -1.390)
C (1.721, -3.219, -2.112)
C (0.053, 1.202, 2.763)
C (-0.900, 0.731, 1.717)
H (-1.830, -0.039, 5.489)
H (-2.673, -1.517, 3.824)
H (-0.114, 1.679, 4.976)
H (-2.205, -1.036, 1.537)
H (-0.096, -1.652, 0.933)
H (1.571, 4.825, -1.701)
H (3.377, 2.941, -1.578)
H (-0.739, 4.113, -2.216)
H (2.804, 0.666, -1.721)
H (-0.443, -4.615, -1.824)
H (-1.452, -3.265, -2.018)
H (-0.940, -3.890, -0.326)
H (2.517, -2.580, -1.824)
H (2.006, -4.269, -1.643)
H (1.651, -3.244, -3.258)
H (0.343, 2.156, 2.460)
H (0.935, 0.586, 2.860)

Forces on atoms 1 to 2 (eV/Å):
N 4.7699 -3.0653 0.1382
O -0.9211 -1.1868 -3.1607

Atom charges from the Löwdin analysis, given in e for atoms 1 to 8: 0.19 0.14 0.71 -0.10 -0.04 -0.43 -0.08 -0.10



Energy (Ha)
-9534.23292; -2775.15952; -7135.15043; -2880.61355; -3085.78817; -1416.07581